17
Properties=species:S:1:pos:R:3:nbo_charge:R:1 method="wB97M-V/def2-TZVPD" charge=+1 de_lowest_kcal_mol=31.2 fmax_ha_per_bohr=0.112 lumo_energy_ha=-0.131
C 1.48786 -0.93214 0.69368 -0.634
C 0.73020 -0.70111 -0.54284 -0.232
N -0.21402 0.43057 -0.46576 -0.295
C 0.36749 1.74691 -0.71258 -0.400
C -1.39556 0.40215 0.08703 0.398
N -2.05489 -0.72587 0.50614 -0.754
H 2.35314 -0.40450 0.84533 0.237
H 0.76055 -0.69712 1.59123 0.209
H 1.60433 -2.05959 0.87718 0.256
H 0.08126 -1.60808 -0.79709 0.222
H 1.32172 -0.37145 -1.35895 0.232
H -0.46596 2.40906 -0.51164 0.217
H 0.65123 1.80370 -1.82300 0.237
H 1.23742 1.81041 -0.06071 0.230
H -1.91110 1.33739 0.10204 0.224
H -2.96231 -0.82838 0.86018 0.435
H -1.59137 -1.61196 0.70977 0.418